# 1
DFT (wB97M-V/def2-TZVPD) results for a structure of composition C55H53LiN4OP2S2Si.

Results
LUMO: 0.0 eV
Charge: 0
Frontier orbital gap: 5.750 eV

Geometry as XYZ:
```
119
C55H53LiN4OP2S2Si | the Open Molecules 2025 dataset | wB97M-V/def2-TZVPD
S 0.414 1.846 -0.396
S -0.462 -0.757 3.849
P 2.155 -0.954 -0.034
P -2.506 0.842 -0.137
Si 0.637 -4.477 0.045
O 0.868 1.525 1.014
N -3.662 -2.858 4.514
N -2.575 -2.110 4.851
N -2.184 -1.993 1.410
N -2.522 -2.224 2.747
C 3.985 -2.760 -3.199
C -1.100 -5.173 0.400
C 3.072 0.095 2.460
C 1.861 2.251 -1.382
C -2.757 2.653 -0.468
C 0.681 -2.643 0.295
C -1.856 -1.683 3.798
C 1.658 3.184 -2.370
C 0.020 5.839 0.270
C -3.641 -1.050 -1.952
C -0.315 3.462 -0.166
C -4.528 0.642 3.357
C 4.051 -3.075 -0.447
C 1.776 -5.475 1.165
C -1.301 6.066 0.013
C 3.152 1.657 -1.165
C 5.542 1.980 -1.755
C -3.554 6.892 -0.371
C 6.360 2.844 -2.687
C -5.176 0.078 0.721
C 4.788 -3.745 -2.641
C 4.821 -3.894 -1.262
C 3.025 -2.311 3.818
C -2.546 0.852 -2.900
C 4.179 2.299 -1.890
C -3.402 -0.874 -4.339
C -3.471 5.389 -0.495
C 1.032 -4.911 -1.734
C -3.850 -1.564 -3.224
C 5.893 0.996 -0.878
C -4.040 3.090 -0.725
C 4.860 0.275 -0.237
C -6.111 -0.129 1.730
C -3.596 0.839 2.352
C -4.564 -3.634 2.339
C -4.422 4.447 -0.758
C 2.698 -1.057 1.758
C 2.710 3.705 -3.154
C 3.226 -1.937 -2.380
C 3.376 -1.156 4.497
C -3.908 0.563 1.019
C 3.979 3.297 -2.865
C 3.244 -2.085 -0.994
C 5.314 3.722 -3.429
C -2.109 7.342 -0.017
C 0.501 4.519 0.146
C -5.789 0.148 3.049
C -2.146 4.974 -0.270
C -2.743 0.335 -4.170
C -3.608 -2.921 3.218
C -1.726 3.632 -0.301
C 3.509 0.518 -0.381
C -2.999 0.173 -1.766
C 3.387 0.050 3.811
C 2.672 -2.253 2.478
Li 0.366 -0.060 1.625
H 5.351 3.567 -4.509
H 5.446 -4.658 -0.814
H 2.610 -1.161 -2.823
H 0.275 -4.505 -2.409
H 6.933 2.233 -3.386
H 5.384 -4.389 -3.274
H 1.999 -4.505 -2.037
H 5.485 4.786 -3.257
H 4.098 -3.206 0.627
H -1.854 -4.670 -0.214
H 3.007 -3.264 4.333
H -5.154 -2.932 1.746
H 2.830 -5.268 0.977
H -1.364 -5.032 1.453
H -4.262 0.858 4.384
H 2.374 -3.161 1.980
H -4.815 2.343 -0.858
H 1.610 -6.540 0.984
H 2.498 4.444 -3.915
H -6.516 -0.019 3.833
H 0.705 6.639 0.520
H -5.239 -4.214 2.962
H 0.663 3.588 -2.522
H -3.565 -1.274 -5.330
H -2.364 -1.902 5.812
H -2.377 0.879 -5.032
H -4.271 7.182 0.398
H -5.453 4.712 -0.953
H 7.078 3.454 -2.137
H -4.362 -2.511 -3.341
H -7.095 -0.503 1.479
H -3.989 -1.614 -1.100
H -1.324 -2.509 1.189
H 3.108 1.043 1.943
H -0.070 -2.239 -0.402
H 1.576 -5.288 2.223
H 3.950 -2.631 -4.273
H 1.059 -5.995 -1.874
H -5.467 -0.112 -0.304
H -2.926 -2.384 0.843
H 5.158 -0.579 0.366
H -1.164 -6.244 0.188
H -2.602 1.190 2.607
H -2.067 7.854 0.945
H -4.036 -4.309 1.662
H -3.892 7.342 -1.305
H 3.653 0.965 4.325
H 1.562 4.337 0.268
H -1.712 8.034 -0.761
H 3.636 -1.192 5.547
H -2.032 1.799 -2.787
H 6.927 0.714 -0.720
H 0.355 -2.420 1.326
```

# 2
DFT (wB97M-V/def2-TZVPD) results for an isolated molecule of C10H11N3O3S at a distorted geometry.

Results
LUMO: 0.7 eV
Charge: 0
Frontier orbital gap: 9.327 eV
SMILES: Cc1cc(NS(=O)(=O)c2ccc(N)cc2)no1

Geometry as XYZ:
```
28
C10H11N3O3S | the Open Molecules 2025 dataset | wB97M-V/def2-TZVPD
S -0.001 2.143 0.097
O 0.491 3.295 0.789
O -3.658 -0.901 0.981
O -0.519 2.294 -1.228
N 4.502 -1.703 0.146
N -2.758 -0.129 1.650
N -1.213 1.541 1.089
C 1.277 0.899 0.103
C -2.144 0.600 0.746
C 2.646 -0.673 1.269
C 1.569 0.188 1.253
C 3.456 -0.821 0.137
C -3.582 -0.644 -0.335
C 2.058 0.759 -1.030
C -4.499 -1.377 -1.243
C -2.626 0.304 -0.557
C 3.142 -0.093 -1.017
H 4.832 -2.028 1.038
H 2.879 -1.236 2.161
H -4.026 -2.290 -1.605
H 1.805 1.332 -1.909
H 0.959 0.310 2.135
H -2.307 0.758 -1.470
H 3.764 -0.201 -1.894
H 5.195 -1.618 -0.578
H -1.086 1.690 2.076
H -5.404 -1.648 -0.705
H -4.749 -0.753 -2.097
```

# 3
DFT (wB97M-V/def2-TZVPD) results for a structure of composition C13H19BN6ORh.

Results
LUMO (alpha / beta): -4.4 / -4.4 eV
Charge: +1
Frontier orbital gap (alpha / beta): 8.007 / 8.007 eV

Geometry as XYZ:
```
41
C13H19BN6ORh | the Open Molecules 2025 dataset | wB97M-V/def2-TZVPD
Rh 0.175 -0.248 0.029
O -0.862 -0.872 1.472
N -0.938 0.123 -1.508
N 0.739 2.408 -0.859
N 1.862 0.666 -2.168
N 0.473 1.642 0.220
N -0.549 1.016 -2.440
N 1.716 -0.268 -1.221
C 0.446 2.422 1.302
C 2.741 -1.116 -1.310
C 0.696 3.733 0.914
C 3.575 -0.713 -2.351
C -0.375 -3.122 2.193
C -0.449 -1.209 3.804
C -2.557 -2.018 2.729
C -2.531 0.237 -3.042
C 0.869 3.677 -0.459
C 2.978 0.423 -2.868
C -2.132 -0.363 -1.853
C -1.504 1.104 -3.372
C -1.061 -1.813 2.547
B 0.791 1.753 -2.255
H 1.083 4.455 -1.172
H 0.737 4.601 1.547
H -3.052 -1.061 2.890
H -2.633 -1.089 -1.234
H -0.663 -1.841 4.666
H -2.748 -2.660 3.589
H 4.484 -1.185 -2.678
H 2.829 -1.953 -0.636
H -3.447 0.067 -3.578
H -0.545 -3.869 2.969
H -1.390 1.771 -4.210
H 0.703 -2.971 2.094
H 3.273 1.067 -3.680
H -0.767 -3.510 1.251
H 0.634 -1.119 3.696
H 1.012 2.535 -3.127
H -2.989 -2.489 1.844
H 0.242 2.008 2.276
H -0.866 -0.218 3.988
```

# 4
DFT (wB97M-V/def2-TZVPD) results for an isolated molecule of C21H27FN4OS.

Results
LUMO: 0.5 eV
Charge: 0
Frontier orbital gap: 8.643 eV
SMILES: CCCCN(CC)CCNC(=O)c1cc2c(-c3ccccc3F)nn(C)c2s1

Geometry as XYZ:
```
55
C21H27FN4OS | the Open Molecules 2025 dataset | wB97M-V/def2-TZVPD
S -1.450 -3.839 -0.112
F -1.645 1.464 0.007
O 1.385 -4.086 0.259
N 1.872 -2.000 1.000
N 3.491 0.225 0.492
N -4.062 -2.719 -0.355
N -4.570 -1.495 -0.188
C 3.486 1.652 2.490
C -5.518 2.430 0.939
C -3.242 3.073 0.566
C 2.135 1.630 -3.558
C 4.319 0.796 1.541
C 1.033 -2.949 0.527
C 3.225 1.136 -0.611
C -2.927 1.748 0.333
C -5.187 1.111 0.705
C 3.305 -2.160 0.987
C -0.371 -2.538 0.381
C 3.919 -1.098 0.066
C -2.740 -2.708 -0.116
C -3.877 0.732 0.402
C 1.792 0.962 -1.121
C -4.546 3.416 0.875
C -3.583 -0.670 0.156
C -2.365 -1.398 0.226
C 1.427 1.933 -2.243
C -4.889 -3.823 -0.741
C -0.983 -1.328 0.522
H 3.944 0.988 -1.430
H 1.663 2.953 -1.929
H -0.476 -0.429 0.815
H 3.690 -2.049 2.007
H 3.528 -3.167 0.630
H 3.341 2.161 -0.253
H -4.800 4.449 1.060
H 1.786 2.302 -4.339
H 4.114 2.054 3.281
H 3.554 -1.274 -0.947
H 5.015 -1.202 0.056
H 3.211 1.753 -3.463
H -4.867 -4.600 0.026
H 1.644 -0.062 -1.470
H 5.145 1.396 1.124
H -5.934 0.335 0.749
H 1.573 -1.039 1.073
H -5.904 -3.451 -0.860
H -4.538 -4.249 -1.683
H 3.022 2.482 1.963
H 1.932 0.608 -3.872
H 0.348 1.878 -2.402
H 1.114 1.130 -0.283
H 4.764 -0.023 2.112
H -2.464 3.817 0.496
H 2.700 1.050 2.938
H -6.538 2.694 1.173
```

# 5
DFT (wB97M-V/def2-TZVPD) results for a structure of composition C4H6N2S2 at a distorted geometry.

Results
LUMO: 0.5 eV
Charge: 0
Frontier orbital gap: 8.499 eV

Geometry as XYZ:
```
14
C4H6N2S2 | the Open Molecules 2025 dataset | wB97M-V/def2-TZVPD
S -0.577 -0.471 -2.302
S 1.754 -1.223 1.090
N -0.645 1.706 0.834
N -0.615 1.881 -1.533
C 0.060 -1.527 0.775
C -0.460 1.135 -0.429
C -0.731 1.158 -2.576
C -0.422 -0.268 -0.640
H -0.596 -1.063 1.465
H -0.306 2.686 0.710
H -0.193 1.183 1.536
H 2.063 -1.379 -0.225
H -0.174 -2.588 0.358
H -0.761 1.545 -3.603
```

# 6
DFT (wB97M-V/def2-TZVPD) results for an isolated molecule of C17H26N4O3.

Results
LUMO: 0.8 eV
Charge: 0
Frontier orbital gap: 9.508 eV
SMILES: CN1CCCC[C@@H]1C(=O)N(CCC(=O)NCc1ncco1)C1CC1

Geometry as XYZ:
```
50
C17H26N4O3 | the Open Molecules 2025 dataset | wB97M-V/def2-TZVPD
O 5.746 0.176 -2.989
O 3.927 1.132 0.209
O -0.566 -1.290 0.521
N -0.289 0.914 0.980
N 3.754 -0.808 -0.945
N 6.204 -1.990 -3.059
N -2.891 -1.178 2.092
C -2.093 -1.043 3.298
C 1.152 0.636 0.958
C -1.900 2.872 0.223
C 6.287 -0.090 -4.214
C -3.380 -0.337 -0.161
C 1.732 0.446 -0.444
C -4.309 -1.137 2.426
C -1.070 -0.219 0.795
C 5.735 -1.017 -2.356
C -5.181 -1.379 1.207
C -4.874 -0.344 0.134
C 6.568 -1.404 -4.265
C -1.076 2.463 -0.966
C 3.236 0.306 -0.359
C -0.558 2.229 0.427
C 5.177 -1.072 -0.975
C -2.564 -0.138 1.117
H 5.399 -2.059 -0.571
H 7.002 -1.975 -5.068
H -4.576 -0.163 2.881
H -2.226 -0.061 3.782
H -4.975 -2.381 0.821
H -2.812 2.327 0.397
H -2.385 -1.816 4.009
H -5.440 -0.544 -0.778
H -5.181 0.647 0.488
H 0.203 2.920 0.764
H -3.140 0.446 -0.884
H -2.782 0.842 1.566
H -4.493 -1.902 3.183
H -1.036 -1.180 3.073
H 1.267 -0.416 -0.920
H -1.962 3.923 0.465
H 1.660 1.468 1.444
H 5.647 -0.316 -0.347
H -0.606 3.222 -1.578
H -6.233 -1.344 1.495
H 1.328 -0.261 1.549
H -1.406 1.586 -1.507
H 3.128 -1.462 -1.383
H 1.531 1.330 -1.052
H -3.072 -1.291 -0.595
H 6.393 0.737 -4.891
```

# 7
DFT (wB97M-V/def2-TZVPD) results for an isolated molecule of C6H10O.

Results
LUMO (alpha / beta): 0.2 / 0.2 eV
Charge: 0
Frontier orbital gap (alpha / beta): 7.806 / 7.225 eV

Geometry as XYZ:
```
17
C6H10O | the Open Molecules 2025 dataset | wB97M-V/def2-TZVPD
O -1.645 -0.460 -1.724
C 0.005 -1.697 1.184
C 0.850 1.066 0.499
C -0.830 -0.290 -0.649
C 1.528 -0.207 0.002
C -0.433 1.152 -0.335
C -1.016 -1.214 0.464
H 0.565 -0.735 -0.622
H -0.172 -2.026 2.223
H -0.215 1.681 -1.276
H 2.179 -0.698 0.711
H -1.666 0.348 -2.255
H -2.060 -1.490 0.628
H 1.481 1.951 0.361
H 2.074 -0.055 -0.939
H 0.614 0.996 1.565
H -1.259 1.676 0.164
```

# 8
DFT (wB97M-V/def2-TZVPD) results for a structure of composition CH4N2O2S at a distorted geometry.

Results
LUMO: 0.5 eV
Charge: 0
Frontier orbital gap: 10.356 eV

Geometry as XYZ:
```
10
CH4N2O2S | the Open Molecules 2025 dataset | wB97M-V/def2-TZVPD
S -1.439 -1.686 0.801
O -0.940 -2.481 -0.336
O -2.358 -0.699 0.304
N 1.080 1.359 -0.518
N 0.424 -0.371 0.714
C 0.148 0.728 0.176
H 1.444 -0.962 0.601
H -0.795 1.346 0.292
H 1.841 0.800 -0.879
H 0.595 1.966 -1.155
```

# 9
DFT (wB97M-V/def2-TZVPD) results for a structure of composition C28H64B2MgO14S7 at a distorted geometry.

Results
LUMO: 0.4 eV
Charge: 0
Frontier orbital gap: 10.103 eV

Geometry as XYZ:
```
116
C28H64B2MgO14S7 | the Open Molecules 2025 dataset | wB97M-V/def2-TZVPD
S 2.548 0.373 3.123
S -2.777 3.189 -1.286
S 1.755 -3.452 -2.446
S 2.091 3.435 -2.297
S 0.960 -3.932 2.011
S -2.287 -2.698 -1.545
S -3.714 -0.339 3.206
Mg 1.728 -1.206 0.155
O 2.201 -0.125 4.425
O -1.581 -3.279 -0.433
O 1.035 -5.276 1.524
O 1.505 -2.866 1.195
O -4.022 3.025 -0.572
O 1.322 -4.788 -2.174
O -2.771 -0.625 4.249
O -2.425 2.232 -2.304
O -4.149 -1.388 2.324
O 2.393 -0.458 1.963
O 1.543 -2.386 -1.490
O 1.979 3.866 -0.923
O 1.878 4.397 -3.362
O -1.621 -2.641 -2.830
C 4.223 1.024 3.060
C -2.951 -1.090 -1.152
C -4.938 -2.548 -1.203
C -5.261 1.840 3.086
C -0.685 -3.527 2.590
C 2.734 2.773 2.066
C -1.238 5.297 -1.528
C 1.731 1.930 2.826
C -3.825 2.244 2.731
C -4.429 -1.148 -1.531
C 1.958 0.943 -3.257
C -3.185 1.019 2.140
C 4.097 2.511 2.757
C 3.480 -3.437 -2.940
C 1.123 -2.929 -4.051
C 3.654 2.608 -2.578
C 2.308 -3.041 -5.008
C -5.064 0.595 3.956
C 1.770 -3.787 3.600
C -0.496 -2.909 3.977
C 3.521 -2.598 -4.201
C -3.877 -3.536 -1.667
C 0.671 -3.647 4.642
C -2.612 4.837 -1.971
C -1.028 4.819 -0.101
C 1.070 1.994 -2.603
C 3.335 1.535 -3.607
C -1.416 3.353 -0.101
B -0.017 -0.070 0.176
B 3.688 -0.475 -0.584
H 4.139 3.086 3.686
H 4.655 0.521 2.191
H -0.989 0.637 0.215
H 1.059 -3.197 5.551
H 4.403 3.336 -2.873
H 4.669 0.085 -0.140
H 1.530 2.337 3.820
H 0.763 1.715 2.371
H -1.601 5.391 0.635
H 0.819 1.689 -1.583
H -1.131 -2.877 1.841
H 3.582 -1.497 -0.003
H 3.409 -1.536 -3.961
H 2.409 -2.904 3.499
H -5.757 2.663 3.594
H -5.808 1.547 2.187
H -0.039 -0.877 1.027
H -3.819 -4.521 -1.214
H -2.098 0.997 2.176
H 4.128 0.789 -3.611
H 4.727 0.676 3.959
H -0.523 4.845 -2.221
H -1.854 2.950 0.811
H 2.056 0.045 -2.653
H -0.607 2.678 -0.363
H -2.859 -1.096 -0.061
H -5.866 -2.793 -1.720
H -5.926 -0.051 4.110
H -4.525 -1.009 -2.614
H 2.486 -4.600 3.714
H -2.380 -0.267 -1.567
H 4.483 -2.691 -4.705
H 4.123 -3.174 -2.106
H 2.777 2.493 1.016
H 3.656 -4.475 -3.237
H 2.729 0.177 -0.397
H 1.444 0.666 -4.181
H 4.896 2.875 2.113
H -3.606 0.791 1.162
H -3.829 3.068 2.018
H 3.852 -0.684 -1.766
H 2.374 -4.060 -5.399
H -1.439 -2.982 4.511
H 0.921 0.638 0.261
H 0.069 -0.602 -0.872
H 3.911 2.126 -1.632
H -4.725 0.977 4.920
H 0.817 -1.896 -3.884
H 2.495 3.821 2.231
H 2.097 -2.443 -5.897
H 0.008 4.947 0.213
H -1.185 -4.491 2.674
H -3.293 2.529 3.644
H 0.357 -4.679 4.842
H -5.136 -2.645 -0.132
H -1.093 6.371 -1.645
H 3.251 1.937 -4.619
H -3.444 5.467 -1.656
H 0.244 -3.531 -4.255
H -2.715 4.730 -3.051
H -3.959 -3.697 -2.747
H -0.215 -1.860 3.866
H -4.962 -0.323 -1.061
H 0.112 2.218 -3.066
```